Computed, not measured: a single C5H10O3 molecule in a non-equilibrium geometry, with ωB97M-V/def2-TZVPD.

Geometry as XYZ:
```
18
Properties=species:S:1:pos:R:3
C -1.7778 0.4543 1.2139
C -1.0669 -0.2905 0.1287
O -1.9141 -1.1224 -0.5291
C 0.2997 -0.4394 0.0097
C 0.9046 -1.5538 -0.8062
C 1.1274 0.6937 0.3134
O 2.3964 0.6694 -0.2020
O 0.1074 1.9319 -0.4368
H -2.5808 1.0540 0.7855
H -2.2138 -0.2695 1.9127
H -1.1178 1.1076 1.7800
H -1.4749 -1.4693 -1.3208
H 1.8880 -1.8098 -0.4053
H 0.3093 -2.4703 -0.7701
H 1.0402 -1.2554 -1.8511
H 1.0507 1.1146 1.3095
H 2.8956 1.3854 0.2134
H 0.1267 2.2695 -1.3454
```

Results
F_max	3.12	eV/Å
net charge	0
relative energy (zero: lowest compared OMol25 entry of this formula, charge and spin)	272.0	kJ/mol
SMILES	C/C(O)=C(/C)C(O)O
HOMO-LUMO gap	8.546	eV